(1)
{"formula": "C2H4FRb", "method": "ωB97M-V/def2-TZVPD", "elements": ["C", "C", "H", "H", "H", "F", "Rb", "H"], "xyz": [[0.022, -0.447, 0.079], [0.086, 0.847, -0.270], [-0.843, -1.058, -0.187], [0.858, -0.864, 0.645], [0.917, 1.524, -0.059], [-0.871, 1.418, -0.998], [-1.365, 0.449, 3.386], [1.195, -1.869, -2.596]], "atomic_forces_ev_per_a": [[-0.1, 1.0, 0.3], [0.3, -1.0, 0.2], [0.4, 0.1, 0.0], [-0.3, 0.0, -0.3], [-0.2, -0.2, -0.1], [-0.1, 0.1, 0.1], [0.0, 0.0, -0.1], [0.0, 0.0, 0.0]], "lowdin_spin": [0.030, 0.011, 0.004, 0.002, 0.000, 0.003, 0.010, 0.940], "relative_energy_kj_mol": 0.0, "charge": 1, "fmax_ha_per_bohr": 0.021, "s2": 0.75, "lumo_energy_ha": [-0.1576, -0.1577], "homo_lumo_gap_ev": [8.88, 9.47], "multiplicity": 2, "e_homo_ev": [-13.16, -13.76]}

***

(2)
{"formula": "C9H9ClF3O9", "method": "ωB97M-V/def2-TZVPD", "elements": ["Cl", "C", "C", "O", "C", "O", "O", "F", "H", "H", "H", "C", "C", "O", "C", "O", "O", "F", "H", "H", "H", "C", "C", "O", "C", "O", "O", "F", "H", "H", "H"], "xyz": [[-0.902, 4.717, 13.930], [-2.512, 3.967, 11.078], [-2.073, 2.586, 11.432], [-0.829, 2.420, 10.796], [-0.675, 3.377, 9.843], [0.214, 3.393, 9.016], [-1.726, 4.214, 9.863], [-2.990, 1.728, 10.822], [-2.131, 4.574, 11.929], [-3.553, 4.098, 10.921], [-2.082, 2.493, 12.511], [2.471, 4.919, 13.565], [1.850, 3.981, 12.601], [2.746, 2.867, 12.554], [3.965, 3.315, 13.038], [4.991, 2.734, 12.976], [3.876, 4.591, 13.562], [1.759, 4.497, 11.316], [1.950, 4.858, 14.489], [2.437, 6.001, 13.383], [0.865, 3.714, 12.985], [-0.796, 4.882, 17.171], [-2.086, 4.108, 16.870], [-3.034, 4.791, 17.629], [-2.419, 5.772, 18.428], [-3.079, 6.509, 19.084], [-1.163, 5.852, 18.156], [-2.023, 2.772, 17.352], [-0.477, 5.367, 16.205], [-0.081, 4.214, 17.641], [-2.392, 4.168, 15.807]], "atomic_forces_ev_per_a": [[-0.2, 0.1, 0.0], [2.5, 0.7, 0.4], [-1.0, 0.3, -1.0], [-0.1, -0.2, 0.9], [0.7, 0.0, -2.1], [-1.6, 0.0, 1.7], [-0.3, 0.4, 0.6], [0.4, -0.6, 0.4], [-0.3, 0.3, -0.8], [-0.8, 0.0, -0.4], [0.5, -0.8, 0.0], [1.1, 2.0, -0.4], [-0.4, -0.4, -0.8], [0.8, 1.3, 0.8], [-0.3, 1.0, -0.2], [0.2, -0.7, 0.0], [-1.0, -1.6, 0.0], [0.1, -0.2, 0.7], [0.1, -0.8, 1.3], [-0.3, -0.4, -0.8], [0.1, -0.4, -0.7], [0.1, -0.4, -1.2], [-0.3, 0.1, 0.4], [0.3, 0.4, 0.8], [-2.9, -0.3, -1.4], [0.2, 0.0, 0.8], [1.7, 0.0, 0.0], [0.1, 1.3, -0.7], [0.0, -0.4, 1.3], [0.3, 0.0, -0.4], [0.4, -0.7, 0.7]], "nbo_charge": [-0.901, -0.158, 0.422, -0.489, 0.981, -0.583, -0.490, -0.373, 0.256, 0.205, 0.200, -0.145, 0.392, -0.487, 0.970, -0.579, -0.494, -0.351, 0.211, 0.217, 0.229, -0.161, 0.413, -0.511, 0.976, -0.590, -0.473, -0.375, 0.263, 0.205, 0.219], "relative_energy_kj_mol": 54.0, "charge": -1, "fmax_ha_per_bohr": 0.063, "lumo_energy_ha": 0.1046, "homo_lumo_gap_ev": 9.43, "e_homo_ev": -6.58}

***

(3)
{"formula": "C13H48F6N23O17S2", "method": "ωB97M-V/def2-TZVPD", "elements": ["C", "F", "F", "F", "S", "O", "O", "N", "S", "O", "O", "C", "F", "F", "F", "O", "H", "H", "O", "H", "H", "C", "O", "N", "N", "H", "H", "H", "H", "C", "O", "N", "N", "H", "H", "H", "H", "C", "O", "N", "N", "H", "H", "H", "H", "C", "O", "N", "N", "H", "H", "H", "H", "C", "O", "N", "N", "H", "H", "H", "H", "C", "O", "N", "N", "H", "H", "H", "H", "C", "O", "N", "N", "H", "H", "H", "H", "C", "O", "N", "N", "H", "H", "H", "H", "C", "O", "N", "N", "H", "H", "H", "H", "C", "O", "N", "N", "H", "H", "H", "H", "C", "O", "N", "N", "H", "H", "H", "H"], "xyz": [[-1.281, 0.381, 1.759], [-1.975, 1.350, 2.289], [0.036, 0.573, 1.919], [-1.560, -0.784, 2.329], [-1.725, 0.271, -0.188], [-1.926, -1.188, -0.501], [-2.988, 1.050, -0.365], [-0.345, 1.104, -0.865], [0.533, -0.024, -1.450], [1.020, -0.997, -0.439], [-0.043, -0.523, -2.704], [2.098, 0.834, -2.136], [2.921, -0.118, -2.387], [1.862, 1.695, -3.152], [2.543, 1.593, -1.129], [-4.724, 1.877, 4.435], [-4.417, 1.607, 3.569], [-5.492, 1.330, 4.599], [-0.753, 3.660, -0.254], [-0.527, 2.766, -0.512], [-1.512, 3.882, -0.793], [1.882, -3.006, -5.122], [1.104, -3.944, -5.150], [2.944, -3.058, -5.807], [1.652, -1.797, -4.567], [3.238, -3.923, -6.237], [3.554, -2.310, -5.511], [0.765, -1.683, -4.099], [2.378, -1.100, -4.649], [3.016, -0.985, 2.723], [3.530, -1.355, 3.771], [2.312, -1.598, 1.879], [3.179, 0.212, 2.306], [1.709, -1.008, 1.323], [2.232, -2.575, 2.121], [2.787, 0.510, 1.425], [3.728, 0.743, 2.967], [-0.333, -4.299, 3.541], [-0.895, -4.624, 2.517], [0.294, -5.157, 4.419], [0.068, -3.124, 3.787], [0.078, -6.133, 4.277], [0.835, -4.847, 5.214], [0.523, -3.037, 4.685], [-0.296, -2.357, 3.239], [-6.568, -0.172, -2.648], [-7.006, -0.877, -3.521], [-5.358, -0.242, -2.070], [-7.261, 0.806, -2.196], [-5.063, 0.575, -1.555], [-4.694, -0.944, -2.366], [-6.980, 1.261, -1.340], [-8.221, 0.798, -2.511], [1.347, 0.271, 6.279], [2.554, 0.348, 6.381], [0.720, 0.036, 5.182], [0.463, 0.543, 7.269], [1.228, -0.331, 4.390], [-0.221, 0.402, 5.203], [0.730, 0.727, 8.225], [-0.494, 0.425, 6.969], [0.491, -4.701, -1.311], [1.251, -5.630, -1.216], [-0.128, -4.231, -0.345], [0.381, -3.923, -2.327], [-0.253, -4.735, 0.521], [-0.699, -3.422, -0.542], [-0.360, -3.246, -2.434], [0.975, -4.137, -3.116], [2.295, 3.612, 1.855], [3.391, 3.591, 2.449], [2.071, 3.775, 0.573], [1.116, 3.501, 2.369], [1.135, 3.808, 0.196], [2.815, 4.204, 0.042], [1.038, 3.296, 3.355], [0.307, 3.804, 1.845], [6.123, 1.597, -0.054], [6.755, 0.576, 0.087], [5.595, 2.242, 0.925], [5.784, 2.157, -1.215], [6.028, 1.930, 1.783], [4.904, 2.978, 0.895], [6.173, 1.937, -2.121], [5.202, 2.945, -0.969], [1.617, 4.844, -3.376], [2.487, 5.612, -2.936], [0.584, 4.524, -2.773], [1.575, 4.333, -4.546], [0.596, 4.607, -1.767], [-0.194, 4.258, -3.359], [0.900, 3.606, -4.741], [2.403, 4.537, -5.086], [-4.229, -3.477, 1.958], [-4.868, -3.037, 1.122], [-4.214, -4.716, 2.320], [-3.464, -2.873, 2.746], [-4.813, -5.415, 1.905], [-3.620, -4.934, 3.108], [-3.617, -1.877, 2.674], [-2.979, -3.371, 3.478], [-1.715, 2.256, -4.761], [-0.497, 2.437, -5.051], [-2.119, 1.646, -3.676], [-2.706, 2.742, -5.463], [-3.053, 1.568, -3.300], [-1.415, 1.497, -2.967], [-3.655, 2.659, -5.127], [-2.600, 3.133, -6.389]], "atomic_forces_ev_per_a": [[1.0, -0.5, -1.9], [-0.1, 0.2, 0.3], [-0.8, 0.3, -0.1], [-0.4, 0.1, 0.1], [-2.7, -0.8, -0.1], [1.4, 3.4, 0.7], [3.3, -0.8, 0.4], [-3.4, -0.9, 1.7], [2.3, -2.6, -2.2], [-0.8, 1.4, -1.9], [0.3, -0.4, 1.2], [-2.2, 2.4, 1.9], [1.1, -0.7, -1.0], [0.2, -1.7, 0.4], [0.5, -0.2, 0.1], [0.2, 0.1, 0.2], [0.1, 0.0, -0.3], [-0.2, -0.1, 0.1], [-0.1, 0.9, 0.6], [0.2, -0.7, -0.3], [-0.3, 0.2, 0.0], [-3.8, 0.3, 0.5], [-1.7, -1.1, 1.4], [5.3, 0.6, -2.1], [-0.4, -0.4, 0.6], [0.2, 0.4, 0.2], [1.1, -0.7, -1.1], [0.5, 0.8, 0.0], [-0.8, 0.2, 0.4], [3.0, 0.7, 3.6], [-0.2, -1.4, 0.6], [-3.5, -5.2, -2.5], [1.3, 5.5, 0.0], [-0.2, -1.4, -0.4], [-0.9, 0.0, -0.8], [0.7, 0.6, 0.4], [-0.2, 0.9, -0.7], [2.2, -3.6, -0.2], [-1.6, -1.1, -1.1], [-1.2, -1.8, -0.3], [0.5, 5.3, 1.3], [0.3, 0.1, 0.4], [-0.2, -0.3, -0.2], [0.0, 1.3, -0.4], [0.3, 0.1, 0.4], [1.7, -2.2, -1.3], [0.0, -1.6, -1.2], [1.6, -0.3, 0.3], [-3.1, 4.0, 1.9], [0.5, -0.6, 0.0], [-0.1, 0.3, 0.2], [-0.6, 0.0, -0.2], [0.1, 0.4, 0.4], [3.2, 1.5, 3.2], [0.4, -0.4, 0.5], [-2.5, -1.2, -4.0], [-1.0, 0.1, 1.0], [-0.2, 0.5, -0.1], [0.2, -0.5, -1.3], [-0.1, 0.0, -0.5], [0.0, 0.1, 1.2], [-1.7, 4.4, -1.7], [3.9, -5.2, 0.0], [-3.5, 0.4, 6.2], [1.6, 0.0, -4.5], [-0.3, 0.2, 0.5], [0.0, 0.3, 0.8], [0.0, -0.1, -0.1], [-0.3, 0.3, -1.0], [2.6, 0.5, 0.8], [-1.1, -0.2, -0.9], [2.2, 0.9, -4.2], [-3.7, -0.9, 4.3], [0.4, 0.2, 0.0], [-0.3, -0.1, -0.3], [-0.2, 0.2, -0.2], [0.0, -0.2, 0.5], [0.7, -2.1, -2.3], [1.3, -1.0, -0.1], [-0.7, 1.3, 4.5], [-0.8, 1.0, -1.6], [-0.8, 0.5, 0.4], [0.3, -0.1, 0.5], [-0.3, 0.2, 0.5], [0.3, 0.3, -1.8], [5.4, 3.8, -0.4], [0.5, -0.6, 0.2], [-6.7, -1.6, 5.7], [2.1, -0.9, -5.2], [-0.9, 0.2, -0.4], [-0.2, -0.3, 1.0], [0.4, -0.2, -0.6], [-0.5, -0.4, -0.5], [0.2, -3.9, 1.5], [-4.7, 3.8, -6.5], [-0.5, -6.3, 0.8], [4.3, 6.1, 3.9], [0.3, 0.2, 0.1], [-0.5, -0.9, -0.5], [0.8, 0.0, 0.8], [0.0, 1.1, -0.2], [3.2, 1.2, -0.9], [-1.9, -0.5, 0.4], [0.3, -1.6, 3.5], [-2.5, 1.2, -2.3], [0.0, 0.2, -0.6], [0.1, -0.2, -0.3], [0.2, -0.1, -0.2], [0.3, -0.1, 0.3]], "lowdin_spin": [0.000, 0.000, 0.000, 0.000, 0.000, 0.000, 0.000, 0.000, 0.000, 0.000, 0.001, 0.000, 0.000, 0.000, 0.000, 0.000, 0.000, 0.000, 0.000, 0.000, 0.000, 0.000, 0.000, 0.000, 0.001, 0.000, 0.000, 0.000, 0.000, 0.000, 0.000, 0.000, 0.000, 0.000, 0.000, 0.000, 0.000, 0.000, 0.000, 0.000, 0.000, 0.000, 0.000, 0.000, 0.000, 0.000, 0.000, 0.000, 0.000, 0.000, 0.000, 0.000, 0.000, 0.000, 0.000, 0.000, 0.000, 0.000, 0.000, 0.000, 0.000, 0.095, 0.773, 0.042, 0.076, 0.000, 0.006, 0.005, 0.000, 0.000, 0.000, 0.000, 0.000, 0.000, 0.000, 0.000, 0.000, 0.000, 0.000, 0.000, 0.000, 0.000, 0.000, 0.000, 0.000, 0.000, 0.000, 0.000, 0.000, 0.000, 0.000, 0.000, 0.000, 0.000, 0.000, 0.000, 0.000, 0.000, 0.000, 0.000, 0.000, 0.000, 0.000, 0.000, 0.000, 0.000, 0.000, 0.000, 0.000], "fmax_ha_per_bohr": 0.173, "s2": 0.75, "lumo_energy_ha": [-0.0119, -0.2211], "homo_lumo_gap_ev": [8.77, 3.08], "multiplicity": 2, "e_homo_ev": [-9.10, -9.10]}